Record 1
{"formula": "C53H46GeN6O3Rh", "method": "ωB97M-V with the def2-TZVPD basis set", "charge": -1, "symbols": ["Rh", "Ge", "O", "O", "O", "N", "N", "N", "N", "N", "N", "C", "C", "C", "C", "C", "C", "C", "C", "C", "C", "C", "C", "C", "C", "C", "C", "C", "C", "C", "C", "C", "C", "C", "C", "C", "C", "C", "C", "C", "C", "C", "C", "C", "C", "C", "C", "C", "C", "C", "C", "C", "C", "C", "C", "C", "C", "C", "C", "C", "C", "C", "C", "C", "H", "H", "H", "H", "H", "H", "H", "H", "H", "H", "H", "H", "H", "H", "H", "H", "H", "H", "H", "H", "H", "H", "H", "H", "H", "H", "H", "H", "H", "H", "H", "H", "H", "H", "H", "H", "H", "H", "H", "H", "H", "H", "H", "H", "H", "H"], "positions_angstrom": [[-0.609, -0.056, -0.059], [0.466, 2.219, 2.244], [0.272, -3.949, 0.782], [-2.150, -5.504, 3.427], [-5.332, -2.343, -1.395], [-2.326, -3.588, 1.683], [3.365, 3.053, -5.268], [-3.161, -2.259, -0.022], [3.657, 0.885, -5.714], [-1.232, -1.607, 1.137], [0.490, 0.767, -1.695], [4.239, 3.007, -6.330], [1.195, -4.784, 0.125], [-4.478, -1.308, -1.731], [-3.811, 3.608, 3.845], [5.231, 1.230, -7.642], [2.430, 3.553, 0.524], [3.059, 1.753, -4.941], [1.577, 2.561, 3.851], [-2.317, -0.271, -1.220], [0.360, -0.706, 2.646], [-1.900, -6.482, 4.408], [2.009, 5.314, -1.057], [-2.608, -7.575, 0.409], [-1.631, 4.166, 2.998], [2.557, -1.908, 2.807], [1.799, -0.802, 3.100], [2.628, 3.471, 3.906], [2.053, 0.109, -3.383], [1.221, -0.172, -2.322], [0.768, -2.985, 1.639], [2.098, -3.041, 2.126], [-3.281, -1.255, -0.995], [-2.435, -7.250, 1.754], [3.001, 2.981, 6.232], [-2.643, 0.667, -2.215], [5.702, 3.569, -8.094], [2.893, 4.442, -0.435], [4.402, 1.637, -6.598], [0.577, 2.018, -2.142], [1.239, 1.881, 5.023], [0.661, 5.271, -0.730], [-2.347, -5.926, 2.141], [-2.673, -6.567, -0.531], [-2.433, -4.887, 1.191], [1.393, 2.387, -3.196], [-6.499, -2.498, -2.163], [-2.171, -2.448, 0.897], [1.083, 3.513, 0.890], [0.206, 4.372, 0.227], [-0.083, -1.957, 1.944], [-2.264, 1.872, 3.236], [-3.821, 0.637, -2.940], [-2.578, -5.232, -0.147], [0.325, 0.376, 1.572], [5.872, 2.206, -8.378], [-2.870, 4.562, 3.482], [2.160, 1.423, -3.837], [3.338, 3.679, 5.084], [-1.309, 2.817, 2.862], [1.942, 2.082, 6.200], [-4.756, -0.366, -2.704], [4.882, 3.995, -7.065], [-3.503, 2.261, 3.725], [3.129, 2.865, 0.986], [-6.994, -3.394, -1.793], [2.898, 4.040, 3.026], [1.398, 3.426, -3.497], [2.745, -3.883, 1.940], [1.129, -1.173, -1.923], [-2.785, -6.806, -1.581], [-2.589, -4.458, -0.898], [-2.364, -8.037, 2.489], [-7.171, -1.642, -2.049], [-2.046, 0.817, 3.118], [-0.897, 4.926, 2.750], [-1.717, -5.944, 5.334], [-0.026, 2.750, -1.631], [-3.959, -2.865, 0.071], [5.360, 0.178, -7.857], [-0.040, 5.933, -1.226], [3.078, 3.869, -4.759], [4.155, 4.391, 5.102], [-0.854, 4.332, 0.450], [4.751, 5.047, -6.849], [-3.099, 5.616, 3.577], [6.523, 1.919, -9.194], [-2.760, -7.147, 4.540], [-1.018, -7.079, 4.157], [-2.677, -8.614, 0.113], [-6.264, -2.627, -3.224], [-1.939, 1.463, -2.432], [6.224, 4.304, -8.693], [0.415, 1.175, 5.015], [-0.332, -0.443, 3.473], [1.655, -5.499, 0.814], [2.235, 0.027, 3.636], [-1.745, -3.526, 2.516], [0.625, -5.334, -0.625], [-5.676, -0.398, -3.268], [-4.024, 1.390, -3.692], [1.986, -4.207, -0.358], [1.668, 1.535, 7.093], [-4.780, 3.915, 4.218], [-4.232, 1.510, 4.004], [3.944, 4.454, -0.696], [3.556, 3.136, 7.148], [3.586, -1.914, 3.157], [2.368, 6.022, -1.796], [2.630, -0.671, -3.855]], "atomic_forces_ev_per_a": [[0.3, -0.4, 0.2], [0.1, 0.1, 0.1], [-0.1, 0.1, 0.0], [0.0, 0.0, -0.1], [0.0, 0.0, 0.0], [-0.1, -0.1, 0.1], [0.0, -0.1, 0.1], [0.2, -0.1, 0.2], [-0.1, 0.0, 0.1], [0.6, -0.2, -0.4], [0.1, 0.1, 0.2], [0.0, -0.1, -0.1], [0.0, -0.1, 0.0], [0.0, 0.0, 0.0], [0.0, 0.0, 0.0], [0.0, 0.0, 0.0], [0.0, 0.0, 0.0], [0.2, 0.0, -0.2], [-0.1, 0.0, 0.0], [-0.1, 0.1, 0.0], [0.2, 0.0, 0.1], [0.0, 0.0, 0.0], [0.0, 0.0, 0.0], [0.0, 0.0, 0.0], [0.1, 0.0, 0.2], [0.0, 0.5, 0.2], [0.1, -0.3, -0.1], [0.0, 0.0, 0.0], [0.1, 0.1, -0.1], [-0.1, 0.1, 0.1], [0.3, -0.1, 0.0], [-0.3, -0.1, -0.4], [-0.1, 0.1, -0.1], [0.0, 0.0, 0.0], [0.0, 0.0, 0.0], [0.0, 0.0, -0.1], [0.0, 0.0, 0.0], [0.0, 0.0, 0.0], [0.0, 0.2, 0.0], [-0.1, 0.0, 0.0], [0.0, 0.0, 0.0], [0.0, 0.0, 0.0], [0.0, 0.0, 0.0], [0.0, 0.0, 0.0], [0.1, 0.0, 0.0], [0.1, 0.0, -0.1], [0.0, 0.0, 0.0], [-0.1, 0.1, 0.1], [-0.1, -0.1, -0.1], [0.0, 0.1, 0.1], [-0.7, 0.0, 0.3], [0.0, 0.0, -0.1], [0.1, 0.0, 0.0], [0.0, 0.0, 0.1], [-0.3, 0.2, -0.3], [0.0, 0.0, 0.0], [0.0, 0.0, 0.0], [-0.2, 0.0, 0.3], [0.0, 0.0, 0.0], [0.0, -0.1, -0.1], [0.0, 0.0, 0.0], [0.0, 0.0, 0.0], [0.0, 0.0, 0.0], [0.0, 0.0, 0.0], [0.0, 0.0, 0.0], [0.0, 0.0, 0.0], [0.0, 0.0, 0.0], [0.0, 0.0, 0.0], [0.0, 0.0, 0.1], [0.0, 0.0, 0.0], [0.0, 0.0, 0.0], [0.0, 0.0, 0.0], [0.0, 0.0, 0.0], [0.0, 0.0, 0.0], [0.0, 0.0, 0.0], [0.0, 0.0, 0.0], [0.0, 0.0, 0.0], [0.0, 0.0, 0.0], [0.0, 0.0, 0.0], [0.0, 0.0, 0.0], [0.0, 0.0, 0.0], [0.0, 0.0, 0.0], [0.0, 0.0, 0.0], [0.0, 0.0, 0.0], [0.0, 0.0, 0.0], [0.0, 0.0, 0.0], [0.0, 0.0, 0.0], [0.0, 0.0, 0.0], [0.0, 0.0, 0.0], [0.0, 0.0, 0.0], [0.0, 0.0, 0.0], [0.0, 0.0, 0.0], [0.0, 0.0, 0.0], [0.0, 0.0, 0.0], [0.1, 0.0, 0.0], [0.0, 0.0, 0.0], [0.0, 0.0, 0.0], [0.0, 0.0, -0.1], [0.0, 0.0, 0.0], [0.0, 0.0, 0.0], [0.0, 0.0, 0.0], [0.0, 0.0, 0.0], [0.0, 0.0, 0.0], [0.0, 0.0, 0.0], [0.0, 0.0, 0.0], [0.0, 0.0, 0.0], [0.0, 0.0, 0.0], [0.0, 0.0, 0.0], [0.0, 0.0, 0.0], [0.0, 0.0, 0.0]], "lowdin_charge": [0.802, 0.992, -0.114, -0.084, -0.114, 0.141, 0.167, 0.135, 0.180, 0.031, -0.043, -0.195, -0.098, -0.228, -0.109, -0.020, -0.120, -0.269, -0.260, -0.173, -0.411, -0.087, -0.120, -0.114, -0.124, -0.160, -0.107, -0.107, 0.008, -0.092, -0.266, -0.108, -0.195, -0.037, -0.110, -0.153, -0.107, -0.097, -0.230, -0.119, -0.123, -0.106, -0.217, -0.108, -0.172, 0.002, -0.102, -0.345, -0.270, -0.134, -0.215, -0.096, -0.122, -0.025, -0.264, -0.106, -0.103, -0.137, -0.103, -0.259, -0.091, -0.061, -0.030, -0.090, 0.107, 0.088, 0.079, 0.103, 0.064, 0.109, 0.096, 0.111, 0.096, 0.091, 0.082, 0.096, 0.092, 0.096, 0.131, 0.109, 0.099, 0.148, 0.093, 0.097, 0.105, 0.093, 0.094, 0.090, 0.097, 0.092, 0.092, 0.057, 0.095, 0.098, 0.100, 0.084, 0.055, 0.135, 0.082, 0.090, 0.088, 0.088, 0.098, 0.092, 0.098, 0.098, 0.092, 0.089, 0.092, 0.113]}


Record 2
{"formula": "C2H4ClN", "method": "ωB97M-V with the def2-TZVPD basis set", "charge": 0, "symbols": ["Cl", "N", "C", "C", "H", "H", "H", "H"], "positions_angstrom": [[2.671, -0.395, 0.026], [-1.215, -0.704, 0.602], [-0.473, -0.555, -0.374], [1.311, 0.685, 0.163], [1.369, 1.521, -0.515], [1.056, 0.591, 1.211], [-0.352, -0.869, -1.337], [-2.000, -1.235, 0.651]], "atomic_forces_ev_per_a": [[0.6, -0.2, -0.5], [3.5, 2.4, -0.6], [2.0, 2.8, 4.3], [-2.8, -3.4, -0.6], [-0.1, 0.4, 0.5], [-0.4, 1.3, -0.1], [0.0, -1.1, -2.6], [-2.8, -2.2, -0.4]], "nbo_charge": [-0.058, -0.640, 0.215, -0.476, 0.216, 0.224, 0.157, 0.363]}


HOMO level (computed, Eh): -0.080; -0.303